Entry 1:
Entry from OMol25: 4 unconnected molecules or ions with the total composition C24H42BrCl3F3N3P (ωB97M-V/def2-TZVPD).

Computed properties:
- E_HOMO: -5.25 eV
- Frontier orbital gap: 7.3837 eV
- Total charge: -1

```
77
Properties=species:S:1:pos:R:3:forces:R:3:lowdin_charge:R:1
C 3.634390 1.760800 1.954533 0.739 -0.106 -0.291 -0.08
C 3.409235 1.742330 0.463912 -0.445 -0.326 -0.114 -0.34
C 3.866575 2.974280 -0.278337 -0.454 0.036 0.310 -0.07
C 2.870862 0.696299 -0.191578 0.070 0.515 0.501 -0.07
C 2.975772 -0.740283 0.274397 -0.264 0.382 -0.042 -0.20
C 2.158565 -1.764132 -0.514368 -0.005 -0.223 0.151 -0.19
C 0.629617 -1.761550 -0.301132 0.272 0.385 0.377 -0.35
C 0.309803 -1.853332 1.210218 -0.198 -0.353 -0.254 -0.06
C -0.014374 -0.517387 -0.961551 0.902 -0.407 -0.473 -0.25
C -1.399442 -0.730346 -1.584697 0.007 -0.050 0.164 -0.31
P -3.064720 0.070890 -1.005106 -0.124 -0.958 -2.002 0.58
C -3.911670 -0.768241 -2.486515 -0.565 0.194 -0.608 -0.26
Br -2.078124 1.271674 0.931503 0.330 0.427 0.739 0.48
C -2.573997 1.651499 -1.993906 0.544 0.553 0.548 -0.35
C -3.112314 3.061475 -1.694121 0.183 0.552 -0.771 -0.34
C -2.101372 4.052754 -1.127300 -0.749 0.205 0.387 -0.62
Cl -0.720199 4.338498 -2.232177 0.191 -0.057 0.011 0.51
C -3.342699 -1.445524 0.283550 0.025 0.385 0.734 -0.75
Cl -4.138015 -2.877248 -0.456932 0.146 -0.124 -0.043 0.57
C -3.896264 -1.118514 1.716491 -0.563 -1.011 0.126 -0.76
C -2.872930 -1.380022 2.818578 -0.307 0.354 -0.006 -0.20
Cl -5.308562 -2.211093 2.228092 -0.029 0.194 -0.147 0.49
C -4.879090 0.802556 -0.582277 0.015 -0.114 0.423 -0.68
F -5.444948 1.362599 -1.686317 0.015 0.169 -0.207 0.05
F -5.727036 -0.193762 -0.233716 -0.173 -0.242 -0.024 0.03
F -5.033810 1.723407 0.399456 0.041 0.193 0.039 0.03
H 3.193763 2.675229 2.363368 -0.072 -0.060 -0.051 0.08
H 4.704273 1.788060 2.189621 -0.071 0.007 0.094 0.05
H 3.199154 0.896656 2.451819 0.002 0.042 0.014 0.06
H 3.822201 3.872464 0.346203 -0.144 -0.002 -0.113 0.07
H 3.281363 3.122371 -1.187734 0.116 0.064 -0.024 0.08
H 4.920451 2.835709 -0.544586 -0.090 0.031 -0.087 0.08
H 2.331741 0.908828 -1.111885 0.744 -0.201 -0.437 0.10
H 4.035531 -0.998776 0.160218 -0.070 -0.087 0.065 0.11
H 2.778271 -0.799825 1.347423 -0.045 -0.139 -0.025 0.09
H 2.394570 -1.647598 -1.579417 -0.118 0.013 0.027 0.11
H 2.527303 -2.760747 -0.237666 -0.002 0.046 0.025 0.11
H 0.250018 -2.666241 -0.787772 -0.017 0.104 -0.096 0.12
H -0.140657 -0.925066 1.560053 0.022 -0.054 0.108 0.04
H -0.382157 -2.677910 1.403294 -0.081 0.169 0.078 0.07
H 1.197845 -2.060320 1.811333 0.009 0.015 -0.030 0.06
H 0.671328 -0.282244 -1.787614 -0.221 0.086 -0.080 0.09
H 0.104955 0.321432 -0.277474 -0.452 0.075 -0.008 0.04
H -1.568032 -1.810894 -1.674103 -0.163 0.061 0.258 0.06
H -1.340764 -0.411949 -2.631144 -0.111 0.120 0.107 0.07
H -3.996701 -0.072716 -3.327497 0.248 0.149 0.178 0.02
H -3.377181 -1.633342 -2.873120 0.026 -0.054 0.244 0.03
H -4.944833 -1.061294 -2.305040 0.135 -0.200 0.228 0.02
H -2.639328 1.457719 -3.067059 -0.320 -0.168 0.118 0.07
H -1.493886 1.729977 -1.828854 -0.079 -0.197 0.130 0.03
H -4.001959 3.139266 -1.073482 0.105 -0.287 0.206 0.08
H -3.410283 3.518912 -2.648233 -0.159 -0.166 0.045 0.10
H -1.739601 3.768830 -0.142583 0.305 -0.174 -0.210 0.01
H -2.594795 5.021932 -1.023127 0.109 -0.030 -0.049 0.06
H -2.339135 -1.829362 0.471086 0.038 0.323 -0.189 0.02
H -4.387340 -0.158295 1.785395 0.389 0.215 -0.074 0.03
H -3.367343 -1.263716 3.784795 0.090 -0.095 -0.016 0.06
H -2.059864 -0.661139 2.774599 0.103 -0.135 -0.141 0.00
H -2.510082 -2.404217 2.718758 0.076 0.061 0.096 0.07
C 5.766699 0.624805 5.441070 -0.048 0.041 0.030 -0.07
C 5.899238 0.088894 4.095626 0.108 -0.281 -0.410 -0.30
N 6.009991 -0.347264 3.037448 0.036 0.083 0.319 0.15
H 5.371001 1.638389 5.396924 -0.007 -0.004 0.002 0.08
H 5.089461 -0.002493 6.017092 0.015 -0.013 0.008 0.08
H 6.739559 0.635516 5.928103 -0.003 -0.018 0.011 0.08
C -5.388099 0.559742 -6.583452 0.002 -0.015 0.065 -0.07
C -4.021415 0.284920 -7.007172 0.186 -0.032 -0.060 -0.29
N -2.949073 0.069263 -7.356457 -0.123 0.021 0.011 0.12
H -6.080946 0.009251 -7.217080 -0.029 0.009 0.021 0.08
H -5.525526 0.253007 -5.547417 0.009 0.006 0.003 0.08
H -5.591313 1.625410 -6.668834 -0.015 0.000 0.016 0.08
C 6.730805 -4.027575 3.044454 -0.001 -0.056 -0.027 -0.07
C 6.753726 -3.393439 4.354075 -0.036 0.224 0.056 -0.29
N 6.762258 -2.848080 5.363615 0.030 -0.108 0.062 0.13
H 5.704382 -4.095164 2.689053 0.002 0.016 -0.011 0.08
H 7.308002 -3.429366 2.342156 -0.024 0.026 0.001 0.08
H 7.157077 -5.027138 3.106467 -0.006 -0.003 -0.014 0.08
```
Forces are in eV/Å.


Entry 2:
Entry from OMol25: a molecular structure, C24H42F6InN4O5 (ωB97M-V/def2-TZVPD).

Computed properties:
- ΔE to the lowest compared entry with this formula, charge and spin: 0.0 kJ/mol
- E_HOMO: -12.35 eV
- Frontier orbital gap: 9.3133 eV
- Total charge: +1

```
82
Properties=species:S:1:pos:R:3:forces:R:3:lowdin_charge:R:1
In 0.463217 0.100249 0.371253 -0.158 -0.111 -0.312 1.03
C -2.156813 1.197325 2.288966 0.011 0.018 -0.052 -0.03
C -2.759116 1.185272 0.895836 -0.144 0.007 0.099 -0.30
C -3.732211 -0.001081 0.610121 0.057 -0.046 0.022 -0.07
C -3.309232 -1.490223 0.597741 0.074 0.032 0.019 -0.46
C -2.761269 -1.972270 1.931432 -0.017 -0.064 0.012 0.00
C -4.496013 -2.352911 0.189421 -0.027 0.093 -0.124 0.00
N -2.277506 -1.587388 -0.523613 0.338 0.199 -0.049 0.10
C -1.482520 -2.812188 -0.828176 0.086 0.018 0.082 -0.05
C -0.296277 -2.469550 -1.750516 -0.119 -0.051 -0.055 -0.11
N 0.855200 -1.717587 -1.163316 -0.011 0.345 0.018 -0.15
C 1.569849 -2.617038 -0.243432 0.022 -0.056 0.126 -0.09
C 0.783985 -2.736880 1.058741 0.106 -0.002 -0.024 -0.61
O 0.734570 -3.768143 1.673478 0.020 -0.085 0.056 0.14
O 0.154279 -1.639854 1.411226 -0.210 0.246 0.103 -0.13
C 1.736555 -1.153797 -2.255298 0.026 -0.077 0.071 -0.32
C 2.480127 -2.239447 -3.028089 -0.034 0.010 0.042 -0.02
C 2.722357 -0.103079 -1.698443 -0.070 0.074 0.000 -0.09
C 2.370992 1.395784 -1.858903 0.069 -0.008 0.025 -0.50
C 3.613923 2.221890 -1.521955 0.015 -0.033 0.035 -0.01
C 1.935837 1.748897 -3.275591 -0.015 -0.018 0.128 -0.01
N 1.324054 1.734908 -0.803524 -0.344 -0.013 0.005 -0.02
C 0.222135 2.698421 -1.096851 -0.033 -0.123 0.011 -0.13
C -0.894478 2.618712 -0.033389 -0.031 -0.043 -0.058 -0.15
N -1.728610 1.378867 -0.190493 0.267 0.111 -0.013 -0.11
C -2.509942 1.546862 -1.468370 -0.034 0.156 -0.092 -0.07
C -2.238420 0.429640 -2.462776 0.219 0.017 0.002 -0.67
O -3.189911 -0.304519 -2.790417 -0.207 -0.240 0.122 0.01
O -1.033858 0.282835 -2.743380 0.676 -0.058 -0.083 -0.02
H -2.902386 0.874441 3.013546 0.011 -0.016 0.023 0.11
H -1.836904 2.198135 2.571027 0.042 0.005 0.034 0.09
H -1.293235 0.542004 2.393175 0.019 -0.106 0.068 0.04
H -3.421186 2.059781 0.824098 0.040 -0.011 0.050 0.15
H -4.230274 0.188586 -0.341549 -0.068 -0.118 0.064 0.11
H -4.516170 0.078783 1.365738 0.038 0.017 0.044 0.14
H -3.504472 -1.750756 2.697607 -0.051 -0.046 -0.017 0.11
H -1.827793 -1.509316 2.220597 0.020 0.031 0.017 0.06
H -2.601009 -3.050997 1.932059 -0.008 -0.012 -0.013 0.10
H -5.287757 -2.254520 0.930373 -0.005 -0.002 0.015 0.10
H -4.212758 -3.404699 0.148909 0.007 -0.021 0.004 0.10
H -4.896528 -2.054468 -0.781141 0.002 0.016 -0.016 0.10
H -2.738079 -1.274117 -1.414534 -0.201 -0.095 -0.001 0.12
H -1.609269 -0.834467 -0.342504 -0.274 -0.148 -0.110 0.08
H -2.124995 -3.497576 -1.378953 -0.020 0.025 0.011 0.15
H -1.194143 -3.289377 0.104346 -0.051 -0.030 -0.072 0.11
H -0.661494 -1.896762 -2.601925 -0.045 0.046 0.011 0.12
H 0.077690 -3.430728 -2.114775 -0.004 0.024 -0.002 0.14
H 2.554562 -2.212987 0.001772 0.001 -0.020 -0.032 0.13
H 1.703044 -3.615141 -0.663402 0.016 0.034 -0.015 0.15
H 1.038827 -0.663441 -2.922666 -0.144 0.075 -0.103 0.11
H 3.241465 -2.729628 -2.419194 0.009 0.016 0.011 0.09
H 2.980662 -1.786062 -3.882829 0.013 0.011 -0.010 0.10
H 1.804866 -2.999192 -3.417986 -0.008 -0.020 -0.019 0.09
H 3.692571 -0.258249 -2.174928 -0.025 0.020 -0.019 0.14
H 2.920729 -0.277455 -0.629480 0.081 -0.033 -0.068 0.10
H 4.376422 2.078039 -2.286000 0.020 0.001 -0.007 0.10
H 4.040341 1.934860 -0.560239 0.000 0.018 -0.020 0.08
H 3.370157 3.285119 -1.494260 -0.014 0.026 -0.012 0.10
H 2.710758 1.403940 -3.960842 -0.002 -0.011 -0.013 0.11
H 1.858343 2.829850 -3.395355 -0.011 0.009 -0.002 0.10
H 0.994603 1.298127 -3.563130 -0.215 -0.095 -0.035 0.07
H 1.834386 2.107687 -0.001837 0.017 0.057 0.014 0.11
H -0.166910 2.439131 -2.073021 -0.106 -0.015 -0.121 0.10
H 0.605392 3.720406 -1.132189 0.021 -0.036 0.060 0.14
H -1.531031 3.506188 -0.120077 0.004 -0.063 -0.030 0.15
H -0.446661 2.627802 0.955565 0.042 0.043 0.166 0.09
H -2.257642 2.500851 -1.924969 0.128 0.015 -0.052 0.13
H -3.570354 1.582820 -1.245175 0.068 0.158 -0.019 0.12
C 2.465604 2.561369 3.441520 -0.001 -0.076 0.016 0.04
C 1.939640 1.198627 2.983831 0.080 0.186 0.041 -0.42
O 1.103369 1.361975 1.892870 -0.056 -0.166 -0.073 -0.20
C 1.181963 0.547451 4.163199 -0.041 0.003 -0.025 -0.57
F 1.996477 0.236360 5.170840 0.150 -0.017 0.121 0.18
F 0.262027 1.402057 4.633385 -0.125 0.129 -0.021 0.16
F 0.533762 -0.561745 3.803089 -0.027 -0.065 -0.033 0.16
C 3.139717 0.333373 2.557183 -0.077 0.089 0.140 -0.56
F 2.759815 -0.904038 2.185270 -0.013 -0.206 -0.034 0.16
F 3.699539 0.879265 1.454262 0.129 0.104 -0.140 0.13
F 4.087112 0.219143 3.469933 0.094 -0.029 0.115 0.21
H 1.617643 3.221789 3.604331 -0.005 -0.012 0.001 0.10
H 3.102594 2.985885 2.667807 -0.003 0.000 -0.011 0.10
H 3.036072 2.478167 4.364946 0.016 0.015 0.002 0.11
```
Forces are in eV/Å.


Entry 3:
Entry from OMol25: a molecular structure, C24H42GaN6OSb (ωB97M-V/def2-TZVPD).

Computed properties:
- ΔE to the lowest compared entry with this formula, charge and spin: 3.2 kJ/mol
- E_HOMO: -13.10 eV
- Frontier orbital gap: 8.1859 eV
- Total charge: +2

```
75
Properties=species:S:1:pos:R:3:forces:R:3:lowdin_charge:R:1
Ga 0.702035 -0.866569 -0.291634 -0.281 -0.026 -0.041 0.30
C 1.011002 0.194744 -4.529916 0.007 0.050 -0.004 -0.02
N 0.135137 -0.213042 -3.436074 -0.115 -0.043 -0.026 -0.11
C -0.129290 -1.648402 -3.365637 0.007 0.098 0.051 -0.03
C -0.357785 0.642402 -2.530772 0.041 -0.066 0.126 -0.38
N -0.571546 0.210760 -1.266217 -0.003 -0.095 -0.114 0.05
C -1.793864 0.514310 -0.600339 0.002 0.019 0.047 -0.21
C -2.926941 0.704052 -1.349395 -0.122 -0.024 -0.007 -0.02
C -4.188195 0.894024 -0.757216 0.036 -0.006 0.029 -0.04
C -4.312957 0.841142 0.597144 0.035 -0.010 -0.019 -0.01
C -3.177441 0.623403 1.415152 -0.052 0.007 -0.003 -0.15
C -3.349846 0.543052 2.820293 0.023 -0.009 -0.002 -0.01
C -2.289331 0.321425 3.645641 0.004 0.004 -0.078 -0.04
C -1.001330 0.206666 3.091351 -0.048 -0.007 0.088 -0.02
C -0.785559 0.321951 1.743565 0.069 0.038 0.062 -0.25
N 0.562785 0.233129 1.276209 0.132 0.032 0.010 0.05
C 1.556081 0.882389 1.906542 0.040 0.010 0.191 -0.35
N 2.776213 0.313407 1.965261 -0.079 0.086 -0.051 -0.12
C 2.956767 -1.130216 2.046273 -0.074 -0.068 -0.003 -0.03
C 4.006253 1.098811 1.951621 0.031 0.017 -0.026 -0.02
N 1.382220 2.087219 2.472654 -0.032 -0.042 -0.066 -0.11
C 2.094856 2.480510 3.686690 0.005 0.013 0.003 -0.02
C 0.319910 3.001909 2.075993 0.020 0.005 0.017 0.00
C -1.883234 0.487803 0.834962 0.056 0.003 -0.038 -0.06
N -0.581386 1.917879 -2.871782 -0.013 0.040 -0.113 -0.12
C -1.088762 2.305704 -4.187774 0.051 -0.014 0.007 -0.02
C -0.616088 2.970600 -1.870295 -0.006 0.040 0.013 -0.01
H 1.861747 -0.486000 -4.553506 0.007 -0.006 -0.005 0.10
H 1.378910 1.202729 -4.360755 -0.015 0.011 -0.001 0.10
H 0.504340 0.146698 -5.494049 -0.014 0.011 -0.002 0.10
H -0.389322 -2.001027 -4.364013 0.010 -0.018 0.015 0.11
H -0.973076 -1.833822 -2.702561 0.002 0.008 -0.026 0.08
H 0.752920 -2.185774 -3.012382 0.010 -0.012 -0.018 0.08
H -2.859459 0.674906 -2.430520 -0.011 -0.009 0.002 0.12
H -5.053271 1.050403 -1.386169 -0.016 0.003 -0.010 0.12
H -5.278823 0.954618 1.070005 -0.015 0.005 0.012 0.13
H -4.348776 0.651009 3.221120 -0.014 0.005 0.008 0.13
H -2.425348 0.240560 4.714971 -0.001 0.000 0.015 0.12
H -0.149471 0.045544 3.742674 -0.012 -0.006 0.014 0.13
H 2.022603 -1.598494 2.356341 0.039 0.012 -0.002 0.07
H 3.712747 -1.341919 2.803406 -0.010 -0.015 -0.012 0.11
H 3.280597 -1.557019 1.094708 0.025 0.024 -0.024 0.09
H 3.792004 2.122428 1.657538 0.010 -0.006 -0.004 0.10
H 4.687176 0.663231 1.220253 0.006 -0.011 0.007 0.10
H 4.501192 1.097481 2.923493 0.004 -0.008 -0.005 0.10
H 2.645742 1.638056 4.092636 -0.013 0.007 0.016 0.09
H 1.361147 2.802206 4.426626 -0.012 0.007 -0.004 0.11
H 2.780781 3.305882 3.495989 0.006 0.006 0.015 0.10
H -0.083509 2.720069 1.109746 0.000 -0.007 -0.030 0.07
H 0.736508 4.007429 2.010336 -0.003 -0.009 -0.001 0.11
H -0.489891 3.002693 2.807674 -0.014 -0.005 0.001 0.11
H -1.359935 1.427305 -4.764377 0.019 -0.047 -0.023 0.10
H -0.358472 2.894973 -4.741495 0.006 0.002 -0.012 0.10
H -1.984943 2.910009 -4.042222 -0.009 0.006 0.002 0.11
H 0.020573 2.696487 -1.033318 -0.001 0.013 0.009 0.08
H -1.633201 3.149293 -1.513636 0.014 0.021 0.013 0.10
H -0.232228 3.883378 -2.323580 0.004 0.007 0.020 0.11
C -2.496513 -3.054130 0.806654 0.020 0.068 -0.030 -0.25
Sb -0.435335 -3.163724 0.365210 0.118 -0.038 -0.016 1.44
C -0.231849 -4.632589 -1.142021 -0.001 0.035 0.013 -0.26
C 0.430499 -4.062695 2.072399 -0.024 0.008 -0.023 -0.26
H -2.894715 -4.057608 0.935411 0.000 -0.023 0.006 0.03
H -3.013529 -2.547328 -0.006422 -0.016 -0.003 0.007 0.02
H -2.619488 -2.479729 1.723246 -0.022 0.009 0.014 0.02
H -0.456610 -5.612050 -0.726336 -0.017 -0.005 0.019 0.03
H 0.792317 -4.615125 -1.508665 -0.002 -0.027 -0.015 0.02
H -0.918469 -4.419549 -1.958665 0.001 -0.003 -0.003 0.02
H 0.051675 -5.078033 2.165747 -0.022 -0.011 0.001 0.03
H 0.161320 -3.494478 2.960462 0.008 0.019 0.007 0.02
H 1.512051 -4.090645 1.961028 0.008 -0.012 0.006 0.02
C 3.074625 -0.141032 -1.642129 -0.036 -0.004 0.051 -0.15
O 2.214014 -1.168221 -1.179321 0.227 -0.088 -0.048 -0.30
H 2.547197 0.804825 -1.823768 0.015 0.001 -0.016 0.08
H 3.537613 -0.461946 -2.576138 0.003 0.022 0.000 0.09
H 3.876231 0.051663 -0.923923 0.002 0.012 0.005 0.07
```
Forces are in eV/Å.